Record 1
Computed, not measured: C22H20ClN2NiO6S3Sb as an isolated structure, with ωB97M-V/def2-TZVPD.

Calculated values
<S²>: 3.78
Molar mass, g mol⁻¹: 720.5
Electronic energy, Ha: -4814.79789
Kohn-Sham gap (alpha / beta), eV: 5.03 / 5.18
Energy above the lowest of the compared OMol25 structures with the same formula, charge and spin, kcal/mol: 2.39

Geometry as ORCA input:
```
! wB97M-V def2-TZVPD RIJCOSX def2/J DEFGRID3
* xyz -1 4
H -1.59770 1.01161 -1.69954
C -4.73210 -5.61451 0.67872
C 1.75456 3.91818 -0.48858
Cl -7.15470 -4.56707 -3.81620
H 0.48541 1.61513 3.54233
C 0.41395 1.30487 2.49743
H -3.00065 -2.55612 2.27045
C -5.29266 -4.58812 -0.26632
H 2.12632 4.52345 -1.30291
C -0.02788 -2.19531 2.66605
N 0.78802 1.87397 0.21002
Ni -0.14513 0.02991 -0.07480
S 4.01470 0.30794 -0.80938
C -1.11247 -4.06107 5.80946
C -2.75953 -1.39635 0.50843
H 1.37950 3.82838 2.87280
C -3.28427 -2.64390 1.21880
O -1.21666 -5.32019 5.33111
C -0.22481 -0.88827 3.08407
C -0.69584 -0.62164 4.36411
C 1.24145 2.64987 -0.75955
O -1.29226 -3.84638 6.97550
C -5.73700 -2.27969 -0.86202
C 1.34210 3.53040 1.83386
C 1.80334 4.36421 0.81457
Sb 2.19540 -1.10499 -0.72154
C -6.33018 -2.68375 -2.04733
O -4.69387 -2.80906 1.21812
H -1.34452 -1.48191 6.22478
N 0.08878 0.13235 2.13086
S 0.53005 -0.39444 -2.29015
H 0.34042 -2.37652 1.66731
H -3.72996 -5.92228 0.37087
C -0.29757 -3.23677 3.53964
H -2.78414 -3.52206 0.79970
C -6.40083 -4.03617 -2.32959
O -1.79639 1.28091 -0.79142
C -0.97077 -1.66690 5.22772
H -5.96826 -6.03187 -1.70704
C 0.84758 2.29614 1.47483
H -0.09598 -4.24338 3.18860
H 2.20708 5.34003 1.04995
H -4.66477 -5.21814 1.69015
H -2.55392 0.70471 -0.49533
H -1.12177 -5.31791 4.37206
H -5.35709 -6.50748 0.69475
H -5.64320 -1.23614 -0.59960
S 3.24903 -3.01560 -1.73994
O -1.54075 -1.47441 0.19057
C -0.77772 -2.98305 4.81862
H -6.72847 -1.96022 -2.74461
C -5.89274 -4.98071 -1.45882
C -5.22546 -3.22442 0.01783
H -0.88469 0.39101 4.69543
O -3.51173 -0.41790 0.35974
H 1.20415 2.21212 -1.75128
*
```


Record 2
Computed, not measured: C22H20CuN5O4S as an isolated structure at a distorted geometry, with ωB97M-V/def2-TZVPD.

Calculated values
<S²>: 0.75
Molar mass, g mol⁻¹: 514.0
Electronic energy, Ha: -3463.60806
Kohn-Sham gap (alpha / beta), eV: 8.10 / 7.78
Energy above the lowest of the compared OMol25 structures with the same formula, charge and spin, kcal/mol: 21.97

Geometry as ORCA input:
```
! wB97M-V def2-TZVPD RIJCOSX def2/J DEFGRID3
* xyz 1 2
H -21.17742 -4.47531 4.83436
C -19.54478 -5.53933 5.25505
C -17.12017 -2.77748 9.19950
O -10.82820 -6.90068 6.20082
C -14.44440 -2.64568 9.82603
O -20.29915 -4.33255 5.21038
N -10.14893 -3.74386 8.92241
N -10.04142 -4.07361 6.65344
H -19.47308 -5.95250 4.24507
H -17.80548 -0.85326 13.06750
C -18.14357 -5.23910 5.78707
O -12.56608 -5.53813 6.39564
C -17.65825 -1.47417 11.21812
N -14.83994 -3.28949 8.71979
H -17.16202 -6.48822 4.36154
C -16.16697 -3.38440 8.40657
C -11.82838 -6.63072 8.30619
C -16.52132 -4.20805 7.25475
H -18.65980 -3.81858 7.31939
C -8.95143 -4.82029 6.72586
H -13.89157 -5.56266 10.60613
H -10.54681 -4.08097 5.75868
C -13.00062 -6.07493 10.21758
N -12.74603 -5.87693 8.94920
H -7.40490 -5.56046 7.93471
H -19.98479 -6.23743 6.00802
H -18.18109 -2.74687 8.98557
H -10.46434 -8.32523 8.51569
C -17.85899 -4.36435 6.81517
C -9.05220 -4.48181 9.01202
C -12.33914 -7.02083 10.95593
C -11.35124 -7.77145 10.34034
C -11.71975 -6.37851 6.83646
H -18.62404 -2.01257 11.24811
C -15.73206 -5.57842 5.58306
S -11.95172 -2.56570 7.42064
H -8.71501 -4.72783 10.01066
C -10.60832 -3.51217 7.74149
H -17.89560 -0.44046 10.86958
C -15.36456 -2.06621 10.65971
O -17.17273 -1.33395 12.53200
Cu -13.58861 -4.38367 7.60593
C -8.36640 -5.04523 7.93740
N -15.47581 -4.77855 6.62777
H -14.87420 -6.11306 5.21114
H -10.80674 -8.57195 10.87769
C -11.12361 -7.63801 8.95663
H -8.60211 -5.27423 5.79509
H -12.59706 -7.17187 11.97915
H -14.88944 -1.52695 11.51754
C -16.67916 -2.10094 10.36143
H -13.43652 -2.56078 10.02849
C -17.02756 -5.84483 5.18977
*
```


Record 3
Computed, not measured: a 2-piece molecular cluster, C22H20F2N2O2S overall at a distorted geometry, with ωB97M-V/def2-TZVPD.

Calculated values
Molar mass, g mol⁻¹: 414.5
Electronic energy, Ha: -1708.19532
Kohn-Sham gap, eV: 4.80
Energy above the lowest of the compared OMol25 structures with the same formula, charge and spin, kcal/mol: 0.00

Geometry as ORCA input:
```
! wB97M-V def2-TZVPD RIJCOSX def2/J DEFGRID3
* xyz 0 1
O 3.23642 -0.45580 -1.26838
H -0.27325 -1.14129 3.66025
C 3.25568 2.25467 -3.48532
H -2.98939 1.91216 5.30784
C -3.22319 1.43142 4.35342
C 3.94917 1.28804 -2.80323
C -1.90810 -0.81964 1.54303
H -1.10114 -1.40615 -2.30819
F -2.67260 -1.10786 -3.54389
H -5.02661 -0.64118 0.31454
C -3.99211 0.03911 2.12694
C -4.88731 0.94518 2.65084
H 3.27730 3.88150 -4.88856
S -2.94112 -0.40997 -1.06553
C 0.23653 -0.99821 2.70398
C 1.79757 2.07042 -3.16432
H -4.72261 -1.87610 1.56428
H 2.21508 -2.18921 0.51829
C -4.30528 -0.97036 1.07593
C 5.32159 1.12948 -2.96608
C -4.49775 1.64520 3.80062
H -2.81061 -2.36203 0.29111
C 2.94792 0.49376 -2.00166
H -5.21296 2.30441 4.28883
N 1.69992 1.01241 -2.26529
C 3.87941 3.12932 -4.37458
H -5.86172 1.06589 2.16103
F -2.53800 -2.82427 -2.09571
C 5.98094 1.97843 -3.87300
H 0.30152 -1.25522 -0.32452
C -2.62079 -0.00775 2.50666
H 5.82911 0.35067 -2.39736
H -0.54903 -2.75082 0.03393
H 5.77873 3.63439 -5.28550
C -2.18884 -1.50700 -2.29414
H -1.26573 0.53807 4.12932
C 0.05859 -1.95639 0.48928
C -2.26013 0.65065 3.70305
C 5.26051 2.98079 -4.57628
H 2.37798 -1.41068 2.68718
N -0.65202 -1.24667 1.57852
H 0.56627 0.04928 2.67129
H 7.05174 1.86134 -4.04126
C 1.35450 -2.49823 1.11745
C 1.43331 -1.93519 2.53511
H 1.38805 -2.73777 3.27742
O 0.90014 2.74097 -3.66423
H 1.32438 -3.59123 1.11496
C -2.92203 -1.28854 0.48192
*
```


Record 4
Computed, not measured: a single C22H20FN7O2 molecule at a distorted geometry, with ωB97M-V/def2-TZVPD.

Calculated values
Molar mass, g mol⁻¹: 433.4
SMILES string: COc1ccc(Nc2nc(NCc3ccco3)nc(N/N=C/c3ccccc3F)n2)cc1
Electronic energy, Ha: -1483.99476
Kohn-Sham gap, eV: 7.94

Geometry as ORCA input:
```
! wB97M-V def2-TZVPD RIJCOSX def2/J DEFGRID3
* xyz 0 1
H 0.30076 3.60453 0.62027
C 2.97450 1.04756 1.02777
N 2.09741 2.05125 0.88998
H -3.40968 -6.37123 0.62016
H 6.21551 -0.25480 -3.09339
H -5.93312 0.87999 -0.65586
H 7.72297 2.01922 0.22537
O 5.64465 -0.09821 -1.11426
C 0.85003 1.65015 0.65908
C 5.35002 0.47679 1.24630
C -4.38653 4.36501 -0.17278
H -4.75025 -6.19406 -0.53813
C -5.51649 1.86621 -0.52234
H -6.35208 5.13600 -0.48224
H -7.36564 2.90328 -0.79577
H -1.33618 -0.73819 0.17643
C -2.14795 3.41450 0.17504
C -3.55856 3.24151 -0.08844
C -5.73913 4.24941 -0.42326
C -1.26018 -4.59595 0.13499
N 2.67583 -0.24409 0.94548
N 0.43552 0.39969 0.55134
H -3.39867 -2.01866 -0.22538
C -6.30891 2.99853 -0.59909
N -0.06438 2.65323 0.52193
C -4.16351 1.99267 -0.27043
O -3.66382 -4.53305 -0.30998
H 4.43883 2.39059 1.24414
H -3.07996 -6.34580 -1.13576
N 4.24201 1.40441 1.31960
C 1.38753 -0.51802 0.70069
H -3.94768 5.34297 -0.03665
H -1.80175 4.45285 0.27963
H 8.14569 1.53960 -2.40298
H 0.82643 -4.40825 0.52405
N 1.10124 -1.83253 0.61222
F -3.43482 0.86874 -0.20655
C -0.10023 -3.87510 0.36003
H -1.20922 -5.67356 0.12953
H 4.91829 -0.52174 1.33483
N -1.34576 2.43167 0.28217
H 1.91013 -2.42572 0.74204
C -0.10858 -2.48409 0.37855
C -3.71084 -5.93651 -0.33920
C 7.38348 1.11280 -1.78417
C 7.16007 1.36496 -0.40873
C 6.42963 0.21729 -2.15519
C -2.45954 -3.92781 -0.07791
H 6.03192 0.67178 2.07881
C -2.46627 -2.53266 -0.05933
C -1.31301 -1.81426 0.16485
C 6.09031 0.59709 -0.04741
*
```